The following is a DFT calculation (ωB97M-V/def2-TZVPD) of one molecule with the formula C10H8P2 in a non-equilibrium geometry.

Summary:
Frontier orbital gap = 6.279 eV
E_tot = -1068.168654 Ha
Molecular weight = 190.1 g/mol
HOMO energy = -6.90 eV
Relative energy (zero: lowest compared OMol25 entry of this formula, charge and spin) = 35.65 kcal per mole

Last column: Löwdin charge in e.
CARTESIAN COORDINATES (ANGSTROEM)
C -3.081 0.868 -0.374  0.09
C -0.494 2.566 0.672  0.07
C 2.763 -0.847 0.291  -0.01
C 0.765 -1.055 2.021  -0.22
C -2.323 -0.063 -0.371  -0.32
C -0.144 1.450 0.354  -0.21
C 1.553 -0.874 0.695  -0.54
C -0.349 -1.671 1.938  -0.47
C 1.195 0.297 -1.899  -0.17
C -1.319 -1.071 -0.441  -0.53
P 0.331 -0.177 -0.338  0.94
P -1.472 -2.544 1.059  0.92
H -3.633 1.825 -0.480  0.06
H -0.831 3.603 0.931  0.06
H 3.569 -1.219 0.826  -0.02
H 1.060 -0.451 2.921  0.13
H 0.425 0.719 -2.528  0.05
H 1.440 -0.582 -2.391  0.03
H 1.982 0.930 -1.524  0.05
H -1.439 -1.704 -1.362  0.09